[1]
# H30O15

A 15-piece molecular cluster, H30O15 overall (ωB97M-V/def2-TZVPD, the OMol25 dataset).

Results
**Lowest unoccupied orbital energy**: -0.0277 hartree
**Gap between HOMO and LUMO**: 0.328 hartree
**Energy above the lowest of the compared OMol25 structures with the same formula, charge and spin**: 2.211 eV
**Molecular weight**: 270.225 g/mol
**E_tot**: -1146.55880 hartree
**Multiplicity**: 1

Each line ends with the Mulliken charge.
Atoms and positions in Å:
O: -14.8670 -4.8710 1.4310  -0.532
O: -15.4460 -3.2950 3.5060  -0.854
O: -17.9490 -8.0670 4.0750  -0.639
O: -17.5790 -4.4210 0.7390  -0.842
O: -14.8670 -5.1210 6.1120  -0.693
O: -14.2900 -2.2730 5.7270  -0.640
O: -17.3090 -2.1540 1.7610  -0.789
O: -19.4340 -3.5390 5.7150  -0.743
O: -17.3680 -4.4290 7.0590  -0.782
O: -19.4160 -6.3480 0.3770  -0.639
O: -19.9230 -4.1690 3.1640  -0.717
O: -14.9250 -6.6460 3.4920  -0.790
O: -17.5070 -5.0890 3.6590  0.736
O: -19.8840 -6.2710 5.2220  -0.512
O: -16.9240 -7.2190 1.4750  -0.512
H: -19.7930 -3.7940 4.8610  0.436
H: -15.0400 -6.0050 6.3950  0.307
H: -18.1190 -3.9670 0.0700  0.419
H: -17.8370 -8.2490 3.1830  0.368
H: -17.9470 -2.0420 2.4050  0.300
H: -14.2030 -4.6470 0.8230  0.214
H: -17.0080 -4.3070 3.8180  0.018
H: -16.0750 -2.5860 3.2950  0.390
H: -16.8890 -6.6470 0.7200  0.202
H: -14.2090 -2.8460 6.4610  0.301
H: -20.0340 -6.4450 4.2710  0.267
H: -20.4330 -6.8600 5.7620  0.241
H: -18.1450 -4.3310 6.4190  0.434
H: -15.0910 -6.1690 4.3140  0.364
H: -18.8450 -7.0810 0.1890  0.316
H: -18.8090 -5.6150 0.5420  0.305
H: -16.7490 -4.2830 0.2770  0.241
H: -14.6520 -5.7030 1.8680  0.322
H: -15.7170 -6.8920 3.1100  0.298
H: -17.6610 -7.1950 4.2020  0.153
H: -17.5350 -5.1040 2.6880  -0.025
H: -17.3980 -5.3260 7.3910  0.321
H: -15.4300 -3.9020 2.7540  0.324
H: -15.7580 -4.8220 6.2180  0.359
H: -20.4430 -4.9010 2.8160  0.313
H: -16.6280 -8.0930 1.1710  0.261
H: -14.7790 -2.7690 5.0400  0.450
H: -19.0430 -4.5560 3.3830  0.307
H: -17.4450 -3.0120 1.2810  0.470
H: -19.9940 -4.0610 6.3150  0.274

***

[2]
# H30O15

A 15-piece molecular cluster, H30O15 overall (ωB97M-V/def2-TZVPD, the OMol25 dataset).

Results
**Lowest unoccupied orbital energy**: -0.0081 hartree
**Gap between HOMO and LUMO**: 0.399 hartree
**Energy above the lowest of the compared OMol25 structures with the same formula, charge and spin**: 5.938 eV
**Molecular weight**: 270.225 g/mol
**E_tot**: -1146.42184 hartree
**Multiplicity**: 1

Each line ends with the Mulliken charge.
Atoms and positions in Å:
O: -1.7228 -1.8401 1.2294  -0.545
O: 0.9756 -2.1702 2.7300  -0.577
O: 0.2115 3.5835 -2.4561  -0.560
O: -2.3119 1.9094 -2.5742  -0.602
O: -0.1262 -0.9743 -3.9596  -0.546
O: -4.2607 1.0455 2.3072  -0.561
O: 2.4963 -1.3473 -3.0900  -0.661
O: 3.4649 0.0718 1.0672  -0.566
O: -1.5448 0.7500 3.3077  -0.599
O: 0.5773 -0.4773 -0.6336  -0.308
O: -1.7288 -4.5645 1.6490  -0.648
O: -1.0016 1.9174 0.8736  -0.553
O: 3.4712 1.6766 -0.9772  -0.691
O: -0.0509 4.3120 1.1896  -0.643
O: 0.6571 -3.8658 -0.3934  -0.635
H: 3.6376 1.8690 -1.8483  0.275
H: -2.1968 -4.1633 0.8411  0.362
H: -0.6918 0.3258 2.9013  0.269
H: 1.1554 0.1290 -0.1810  0.248
H: 0.0363 4.5369 0.1748  0.315
H: 2.7162 2.2465 -0.5923  0.318
H: -0.6796 -0.6059 -3.1701  0.270
H: 3.5781 0.6689 0.4044  0.366
H: -2.1388 1.1673 -1.9973  0.285
H: -0.8894 1.0723 3.9362  0.316
H: 0.2187 3.1515 -3.2234  0.276
H: 4.1010 0.3209 1.7091  0.277
H: 0.7123 -2.9352 3.3232  0.315
H: -1.5107 -0.9938 0.9963  0.138
H: 2.3770 -0.8723 -4.0753  0.319
H: 1.0700 -3.1691 -0.8105  0.288
H: -0.9064 -2.2664 1.4724  0.361
H: -4.4405 0.3299 2.7572  0.280
H: -0.7407 3.8654 -2.3654  0.298
H: -0.1631 -3.6977 0.0941  0.306
H: -0.9223 -1.2834 -4.4039  0.298
H: -3.4150 1.0043 2.1309  0.310
H: 0.5900 3.5995 1.3568  0.298
H: -1.7666 2.5364 -2.0103  0.293
H: -1.9720 -3.9634 2.3469  0.322
H: -0.9447 0.9329 0.8285  0.132
H: 2.6910 -2.2808 -3.4719  0.319
H: -0.9737 2.0390 1.8470  0.411
H: 1.1052 -0.8605 -1.3663  0.159
H: 1.2573 -2.7303 2.1263  0.268

***

[3]
# H30O15

A 15-piece molecular cluster, H30O15 overall (ωB97M-V/def2-TZVPD, the OMol25 dataset).

Results
**Lowest unoccupied orbital energy**: -0.0097 hartree
**Gap between HOMO and LUMO**: 0.367 hartree
**Energy above the lowest of the compared OMol25 structures with the same formula, charge and spin**: 1.152 eV
**Molecular weight**: 270.225 g/mol
**E_tot**: -1146.59775 hartree
**Multiplicity**: 1

Each line ends with the Mulliken charge.
Atoms and positions in Å:
O: 1.9520 1.3125 -1.9285  -0.710
O: -2.3374 -1.4599 -1.5780  -0.634
O: -1.5375 0.2121 3.7603  -0.622
O: 0.7553 -1.0178 -3.5869  -0.616
O: 0.1402 -0.1969 -0.3209  0.888
O: -0.1907 -3.3467 -0.7164  -0.534
O: 1.0448 0.2854 2.2528  -0.566
O: 2.6345 2.1813 0.6785  -0.733
O: -1.3922 0.7453 -2.9231  -0.510
O: 2.3381 -1.7598 -1.0205  -0.676
O: -1.5605 1.7118 0.5914  -0.651
O: 0.1487 2.8051 2.7816  -0.665
O: 0.3126 3.3670 -0.1660  -0.714
O: 0.5057 -2.3375 1.6255  -0.576
O: -2.8348 -1.3047 1.3736  -0.619
H: -1.0558 -0.5896 3.9075  0.275
H: 1.2641 -0.3209 -3.9643  0.287
H: -0.7817 2.6184 2.7224  0.319
H: -0.8089 2.2390 0.2350  0.351
H: 3.0910 1.7464 -0.0670  0.312
H: 0.5697 1.9749 2.5858  0.419
H: 1.5109 -1.3978 -0.7718  0.125
H: 1.1269 -0.0536 3.1217  0.286
H: 0.1048 -0.5955 -3.0540  0.318
H: 2.3998 1.4639 1.2500  0.322
H: -1.6371 0.2079 2.8216  0.330
H: -2.7731 -1.0413 0.4316  0.272
H: -0.6656 -0.4526 -0.7935  -0.186
H: 1.4493 0.7728 -1.3137  0.350
H: -0.9757 1.5334 -2.6021  0.255
H: -0.4836 -3.3735 -1.6229  0.223
H: -0.2361 0.4363 0.3106  0.004
H: -0.0217 4.1174 0.3799  0.348
H: -2.1934 -1.9621 1.6114  0.295
H: -1.9271 -2.1120 -2.1610  0.227
H: 0.0701 -4.2632 -0.6094  0.210
H: 0.3397 -2.6909 0.7537  0.295
H: -2.5217 -0.6697 -2.0698  0.319
H: 2.6689 0.8061 -2.1902  0.352
H: 0.4859 -3.0600 2.2509  0.239
H: -2.2255 1.7053 -0.0990  0.236
H: -1.5364 0.9803 -3.8231  0.241
H: 2.8517 -1.7804 -0.2095  0.354
H: 0.7967 -0.5254 1.8178  0.130
H: 1.1354 3.0893 0.3280  0.430

***

[4]
# H30O15

H30O15 as an isolated structure (ωB97M-V/def2-TZVPD, the OMol25 dataset).

Results
**Lowest unoccupied orbital energy**: -0.0036 hartree
**Gap between HOMO and LUMO**: 0.298 hartree
**Energy above the lowest of the compared OMol25 structures with the same formula, charge and spin**: 9.738 eV
**Molecular weight**: 270.225 g/mol
**E_tot**: -1146.28222 hartree
**Multiplicity**: 1

Each line ends with the Mulliken charge.
Atoms and positions in Å:
O: -0.8280 -1.5116 2.7532  -0.695
O: 2.6142 3.1343 2.0261  -0.630
O: 2.3996 3.1711 -0.9562  -0.493
O: 3.9251 -2.2665 -2.0426  -0.590
O: -4.5149 -0.5385 -0.8061  -0.450
O: -0.1910 -0.1172 0.3354  -0.307
O: 0.0206 -1.8432 -2.6466  -0.581
O: -3.1895 -1.4829 -1.3091  -0.605
O: 2.8364 -3.3350 0.1187  -0.509
O: -0.1938 3.8389 -1.2055  -0.576
O: -2.0018 -3.0056 1.5546  -0.704
O: 2.8653 -0.9480 1.9914  -0.597
O: 0.8260 1.9031 0.4918  -0.516
O: -1.6279 1.4326 -2.3423  -0.556
O: -3.0121 1.7120 2.2805  -0.591
H: -0.3084 -0.7531 2.4940  0.286
H: 4.2678 -1.8285 -1.3435  0.297
H: 3.8303 -3.3523 -0.0048  0.259
H: -0.7414 -0.7753 -0.0424  0.029
H: -0.9074 1.0386 -2.8988  0.292
H: -2.8313 -0.7144 -1.7901  0.416
H: -2.3399 -1.7127 -0.9480  0.142
H: 2.7415 2.2982 1.5908  0.310
H: -1.8972 -3.3137 2.4497  0.311
H: 1.6743 3.5895 -1.3971  0.289
H: 1.4860 1.3093 0.3969  0.196
H: -1.3937 2.3646 -2.5022  0.279
H: 2.9347 2.8815 -1.7515  0.281
H: -0.9669 3.8956 -0.7383  0.263
H: -0.9069 -2.3067 -2.5752  0.335
H: 0.7513 2.1666 1.4387  0.310
H: -3.4115 2.5389 1.8060  0.299
H: 0.8039 -0.3700 0.2698  0.267
H: -1.0887 -2.9671 1.2272  0.350
H: 2.0519 -1.2734 1.5110  0.253
H: 0.5653 -2.6295 -2.7939  0.283
H: -3.6457 1.0169 2.1616  0.294
H: -0.2575 4.6527 -1.7583  0.271
H: 2.8001 -1.4501 2.8166  0.318
H: -4.7842 -0.8696 0.0056  0.228
H: -4.9581 0.2995 -1.0222  0.211
H: 1.8993 3.6007 1.5234  0.315
H: 2.4713 -4.0571 -0.3856  0.284
H: -1.7250 -1.3372 2.3079  0.427
H: 4.4588 -3.0900 -1.9945  0.305

***

Question: Which value of energy above the lowest of the compared OMol25 structures with the same formula, charge and spin does entry 1 give?
Answer: 2.211 eV

***

Question: What is the E_tot in the first record?
Answer: -1146.55880 hartree